# 1
126
Properties=species:S:1:pos:R:3 method="wB97M-V/def2-TZVPD" orbital_gap_ev=8.360 charge=0 homo_ev=-8.28 lumo_ev=0.08 smiles="CCC(=O)OCCc1ccc2c(c1)N(OCCNC[C@@H](C)O)c1c(cccc1[C@H](I)CC)S2.O=C1OCCO1.O=C1OCCO1.O=C1OCCO1.O=C1OCCO1.O=C1OCCO1.O=C1OCCO1" spin_multiplicity=1 max_force_ev_per_a=1.7
C 4.72099 -4.05488 2.29887
C 4.76644 -4.96570 1.06860
C 3.39754 -5.05460 0.45214
O 2.48194 -5.58604 0.97247
O 3.27287 -4.44978 -0.77189
C 2.63486 -3.15996 -0.60824
C 2.51786 -2.47766 -1.96564
C 1.10397 -2.16476 -2.38729
C 0.69044 -2.24496 -3.71731
C -0.61130 -1.91102 -4.09459
C -1.50322 -1.49980 -3.11496
C -1.11606 -1.44575 -1.77274
C 0.18701 -1.75658 -1.42355
N -2.02742 -1.03976 -0.75302
O -2.14142 0.38206 -0.75734
C -1.46117 0.85505 0.42434
C -0.63818 2.08844 0.10838
N 0.70221 1.65612 -0.28396
C 1.65028 1.49622 0.82046
C 2.49105 0.22111 0.69132
C 3.88799 0.44792 1.27102
O 1.85210 -0.87718 1.34316
C -3.30107 -1.67817 -0.82744
C -3.98017 -1.71219 -2.05514
C -5.23524 -2.28462 -2.19574
C -5.83957 -2.81821 -1.06976
C -5.17932 -2.79483 0.15470
C -3.89826 -2.25650 0.30549
C -3.24394 -2.29076 1.67717
I -1.27456 -3.17355 1.61867
C -4.03024 -3.07609 2.73679
C -5.08382 -2.22077 3.45460
S -3.16944 -1.02601 -3.47657
H 5.63893 -4.15306 2.86929
H 3.85869 -4.29908 2.90933
H 4.65291 -3.01221 2.00186
H 5.46442 -4.59675 0.32545
H 5.03605 -5.97784 1.35792
H 3.26002 -2.55872 0.05100
H 1.67529 -3.30803 -0.12217
H 3.04615 -1.52593 -1.89621
H 3.04074 -3.05751 -2.71883
H 1.37054 -2.57054 -4.49063
H -0.91571 -1.95727 -5.12706
H 0.49240 -1.64865 -0.39703
H -0.76432 0.07388 0.70682
H -2.19379 1.00347 1.22085
H -0.63906 2.71912 1.00078
H -1.05973 2.63004 -0.73162
H 1.07286 2.36574 -0.89806
H 2.33884 2.34420 0.82232
H 1.14202 1.49020 1.78272
H 2.59293 -0.05318 -0.35354
H 4.63764 -0.15857 0.76639
H 4.21058 1.48416 1.18173
H 3.94259 0.17835 2.32461
H 1.88186 -0.68413 2.29390
H -5.71952 -2.30850 -3.15858
H -6.82278 -3.25109 -1.15975
H -5.70478 -3.21974 0.99057
H -3.16970 -1.26804 2.03428
H -3.31379 -3.42769 3.46934
H -4.45292 -3.97767 2.30942
H -5.93865 -2.84632 3.70477
H -4.69188 -1.87054 4.40283
H -5.44276 -1.39445 2.84941
C 3.71671 5.68020 0.51089
C 3.45554 6.71800 -0.56154
O 2.37855 6.12450 -1.30461
C 1.73880 5.26040 -0.49446
O 0.69967 4.72818 -0.74726
O 2.42467 5.06852 0.64939
H 4.04120 6.10284 1.45675
H 4.43364 4.92058 0.19719
H 3.11204 7.66826 -0.15082
H 4.31012 6.89331 -1.20873
C 0.06693 -3.48469 5.91720
C 1.36999 -3.45385 6.68915
O 2.25042 -2.79577 5.76770
C 1.49937 -2.05947 4.92393
O 1.93877 -1.26072 4.15451
O 0.19168 -2.33387 5.07462
H -0.81303 -3.39934 6.54881
H -0.02726 -4.36961 5.28573
H 1.30464 -2.85442 7.59852
H 1.74986 -4.44106 6.93673
C -3.65080 -5.16178 -3.65419
C -2.64744 -6.01915 -4.39367
O -3.47818 -7.04224 -4.95336
C -4.74082 -6.55819 -5.05551
O -5.62735 -7.09786 -5.63014
O -4.84889 -5.37138 -4.40852
H -3.38634 -4.10620 -3.63983
H -3.81485 -5.50249 -2.62990
H -2.15659 -5.48035 -5.20644
H -1.89110 -6.45323 -3.74513
C 4.95874 3.01194 4.06347
C 6.26950 3.22529 4.78926
O 7.03396 3.95271 3.81839
C 6.17478 4.57036 2.97355
O 6.48241 5.37835 2.15894
O 4.90888 4.13780 3.18130
H 4.09616 3.01004 4.72470
H 4.95256 2.09855 3.46737
H 6.15854 3.84122 5.68324
H 6.77212 2.29897 5.05364
C -2.58066 7.73694 -0.57263
C -1.59323 6.73376 -0.01811
O -0.72532 7.56227 0.76486
C -1.40322 8.68506 1.10700
O -1.01980 9.49383 1.88670
O -2.57802 8.75590 0.43483
H -3.58076 7.33173 -0.70219
H -2.24671 8.17552 -1.51466
H -2.06820 6.00228 0.63849
H -1.03121 6.21008 -0.78335
C -4.21955 2.24886 -6.38484
C -2.98506 2.39157 -5.52071
O -2.09315 3.10840 -6.38052
C -2.83284 3.78564 -7.29248
O -2.40559 4.60249 -8.03883
O -4.13197 3.39894 -7.23177
H -5.14637 2.26393 -5.81759
H -4.19369 1.35109 -7.00516
H -3.16771 2.98894 -4.62578
H -2.55375 1.43793 -5.22926

# 2
110
Properties=species:S:1:pos:R:3 method="wB97M-V/def2-TZVPD" orbital_gap_ev="4.431 / 5.810" charge=+3 homo_ev="-12.16 / -15.04" lumo_ev="-7.73 / -9.23" s2=15.835 spin_multiplicity=8 max_force_ev_per_a=3.4
Gd 7.57217 -17.84865 -2.85303
C 11.56811 -20.95836 -6.11304
C 10.22340 -20.51948 -5.61442
C 9.69814 -21.50691 -4.54994
P 9.92858 -18.86746 -4.95221
C 10.46057 -17.50941 -6.29736
C 11.87922 -16.88526 -6.23496
C 10.05214 -18.02637 -7.68686
C 11.03126 -18.54753 -3.53450
C 12.31181 -19.09070 -3.55708
C 13.28869 -18.43086 -2.83701
C 12.97914 -17.51502 -1.80231
C 11.65075 -17.22280 -1.51248
C 10.75033 -17.48311 -2.55835
N 9.62247 -16.62310 -2.79118
C 9.85250 -15.24198 -2.99400
C 11.06948 -14.59280 -2.80428
C 11.20807 -13.26780 -3.16566
C 10.12125 -12.47274 -3.53727
C 8.94637 -13.10780 -3.81568
C 8.76312 -14.46875 -3.50557
P 7.20400 -15.13250 -4.04450
C 5.87565 -14.23273 -3.20316
C 4.64410 -15.04233 -2.82913
C 6.37114 -13.50387 -1.95376
C 7.03551 -14.48674 -5.84312
C 8.24548 -14.52511 -6.81756
C 5.78641 -15.07367 -6.43381
H 11.41555 -21.49899 -7.05033
H 12.26095 -20.14454 -6.36037
H 12.07729 -21.62139 -5.38474
H 9.47985 -20.64564 -6.41683
H 10.27755 -21.36051 -3.65797
H 8.63486 -21.28394 -4.31752
H 9.88727 -22.49861 -4.88434
H 9.72941 -16.73348 -6.03686
H 12.55334 -17.72573 -6.36832
H 12.05326 -16.07900 -6.95921
H 12.16821 -16.45399 -5.28410
H 10.66458 -18.90594 -8.01429
H 8.99812 -18.35263 -7.74300
H 10.14226 -17.20099 -8.43908
H 12.53019 -19.85759 -4.26330
H 14.32651 -18.56155 -3.08815
H 13.84178 -16.91008 -1.38108
H 11.41921 -16.43036 -0.75260
H 11.85030 -15.14929 -2.39473
H 12.16775 -12.81520 -3.03660
H 10.17676 -11.39069 -3.68204
H 8.12343 -12.55939 -4.26658
H 5.55117 -13.55360 -4.00454
H 3.85953 -14.91087 -3.56862
H 4.87155 -16.13121 -2.86402
H 4.25995 -14.89657 -1.82518
H 7.01751 -14.16940 -1.36738
H 6.85541 -12.61130 -2.26612
H 5.54979 -13.20938 -1.30293
H 6.77655 -13.40293 -5.79751
H 9.12761 -14.10686 -6.38230
H 8.41170 -15.56719 -7.15832
H 8.00370 -13.87019 -7.64112
H 5.98553 -16.09772 -6.82804
H 4.97359 -15.16062 -5.75850
H 5.49738 -14.55862 -7.34082
C 5.56862 -19.46613 -6.75052
C 4.29681 -19.93884 -6.34015
C 4.04164 -19.94581 -4.97628
C 4.97341 -19.48986 -4.01764
N 6.21184 -19.06028 -4.47138
C 6.49459 -19.00094 -5.79060
C 4.63428 -19.32363 -2.61646
C 3.39191 -19.73385 -2.05355
C 3.11017 -19.40838 -0.71657
C 4.08658 -18.79191 0.07610
C 5.28737 -18.38456 -0.52841
N 5.57618 -18.70378 -1.81526
C 6.26817 -17.58774 0.18371
C 5.93679 -16.96120 1.40691
C 6.90775 -16.28166 2.12415
C 8.10462 -15.98142 1.45476
C 8.27368 -16.44782 0.17343
N 7.44129 -17.30390 -0.43902
H 5.88667 -19.40237 -7.80554
H 3.55968 -20.19830 -7.05730
H 3.06867 -20.26800 -4.56904
H 7.50770 -18.63596 -6.11587
H 2.66258 -20.21632 -2.65012
H 2.10808 -19.52800 -0.25546
H 3.96705 -18.66677 1.15016
H 4.89640 -17.03888 1.76052
H 6.65340 -15.84522 3.13833
H 8.94174 -15.40005 1.92510
H 9.10782 -16.14966 -0.43902
N 10.45242 -22.42308 0.84196
C 8.95353 -22.48028 0.88079
C 8.25896 -21.66119 -0.28183
N 8.68074 -20.24890 -0.37492
C 10.06269 -20.06612 0.07156
C 10.98218 -21.27326 0.02195
H 10.80473 -23.26151 0.39274
H 10.78767 -22.44899 1.83357
H 8.63261 -22.03526 1.81447
H 8.65860 -23.58825 0.85434
H 7.13581 -21.68046 -0.06454
H 8.37081 -22.11369 -1.29512
H 8.05168 -19.72814 0.25297
H 9.98040 -19.66418 1.15264
H 10.59150 -19.27237 -0.46930
H 11.98729 -21.05793 0.50576
H 11.17551 -21.56599 -1.02112

# 3
119
Properties=species:S:1:pos:R:3 method="wB97M-V/def2-TZVPD" orbital_gap_ev=5.753 charge=+3 homo_ev=-14.82 lumo_ev=-9.07 spin_multiplicity=1 max_force_ev_per_a=1.6
Ti 0.83354 -1.27598 -0.33302
C 0.79153 -2.30063 -2.47572
C -0.43831 -2.55029 -1.83274
C -0.16783 -3.32960 -0.68954
C 1.22864 -3.55948 -0.62856
C 1.82059 -2.91418 -1.73152
H 0.91293 -1.75945 -3.39494
H -1.40511 -2.17643 -2.12779
H -0.90541 -3.69925 0.00000
H 1.73751 -4.11628 0.14184
H 2.87736 -2.88079 -1.95107
N 2.98347 1.93513 -5.02044
C 2.40652 0.66514 -4.38770
C 0.95711 0.85722 -3.93002
C 0.76026 1.45511 -2.51571
N 0.14390 0.50527 -1.53743
C 2.06165 1.98332 -1.91911
C 3.13208 0.89167 -1.90293
N 2.74097 -0.09775 -0.87143
C 3.29396 0.15659 -3.26215
H 2.40270 2.25364 -5.80181
H 3.92032 1.75418 -5.39488
H 3.06554 2.70846 -4.35799
H 2.42708 -0.04459 -5.21033
H 0.49254 -0.12282 -3.98794
H 0.40095 1.45979 -4.65273
H 0.06287 2.27747 -2.63533
H -0.78189 0.21811 -1.90335
H -0.17967 1.09765 -0.77220
H 1.89510 2.33637 -0.89719
H 2.39036 2.87788 -2.45212
H 4.08556 1.33812 -1.63460
H 2.83017 0.33026 0.04981
H 3.44683 -0.82338 -0.85679
H 2.99581 -0.88314 -3.12279
H 4.34404 0.11101 -3.56411
C -2.83864 1.18845 -4.21639
C -3.98365 0.56763 -3.39966
C -4.31466 -0.79052 -4.02020
C -5.20322 1.48811 -3.48252
P -3.33603 0.30206 -1.64290
C -3.50326 1.97067 -0.88567
C -4.53992 2.40976 -0.06068
C -4.55802 3.70600 0.44533
C -3.54597 4.60456 0.13358
C -2.50424 4.19156 -0.68518
C -2.48591 2.88852 -1.17155
C -4.51756 -0.81980 -0.72184
C -6.01759 -0.59008 -0.96088
C -4.20914 -2.27620 -1.11769
C -4.15629 -0.68224 0.76535
H -3.15159 1.26859 -5.26224
H -1.94469 0.55071 -4.18279
H -2.58672 2.19260 -3.87727
H -4.52871 -0.65360 -5.08471
H -5.20133 -1.24382 -3.56984
H -3.48029 -1.49642 -3.93921
H -5.48712 1.61533 -4.53306
H -4.99472 2.47642 -3.07195
H -6.06635 1.07397 -2.96021
H -5.35558 1.75384 0.20398
H -5.38194 4.01680 1.07753
H -3.57391 5.61732 0.51880
H -1.71277 4.88443 -0.95052
H -1.67234 2.58410 -1.81624
H -6.31934 -0.96910 -1.94233
H -6.33009 0.44711 -0.90637
H -6.58639 -1.14949 -0.21176
H -4.45311 -2.50358 -2.15358
H -3.15671 -2.52136 -0.94176
H -4.80671 -2.94309 -0.48785
H -4.19469 0.34895 1.13184
H -3.15753 -1.07673 0.94925
H -4.86023 -1.27520 1.35585
O 2.02175 -3.02385 2.47840
C 2.72142 -2.35892 1.77867
O 2.19783 -1.50198 0.84406
C 4.20138 -2.34493 1.80055
C 4.84058 -2.09531 0.60309
C 6.20415 -2.01061 0.55085
C 6.98510 -2.22572 1.66213
C 6.32329 -2.52350 2.84005
C 4.94875 -2.59374 2.94639
N 7.13999 -2.75257 4.05783
O 6.54035 -2.96835 5.07782
O 8.33339 -2.72434 3.91837
N 6.79085 -1.62290 -0.74779
O 7.97058 -1.71453 -0.88767
O 6.00433 -1.23189 -1.60458
H 4.27658 -2.01764 -0.31052
H 8.06482 -2.16387 1.62954
H 4.48443 -2.81814 3.89853
C -0.44904 1.71334 1.48514
C -0.75025 0.32054 1.91573
N -0.47248 -0.81257 1.24239
C -0.89714 -1.86702 2.06735
C -1.42716 -1.36706 3.18666
N -1.34180 0.01193 3.06683
C -1.77704 0.90527 4.17055
N -1.05307 0.62397 5.35388
N -1.62135 -0.25159 6.26406
N -0.78097 -0.47934 7.19013
C 0.38582 0.23545 6.91180
C 1.57879 0.31505 7.62846
C 2.57750 1.10823 7.10598
C 2.39999 1.81571 5.90325
C 1.22195 1.74682 5.18516
C 0.21983 0.93706 5.72681
H 0.56500 1.77897 1.08716
H -0.49260 2.40152 2.32422
H -1.17229 2.06934 0.75119
H -0.76939 -2.89815 1.81595
H -1.84926 -1.84333 4.05958
H -2.82210 0.69396 4.36683
H -1.67049 1.94169 3.86880
H 1.70048 -0.22258 8.56123
H 3.51611 1.20571 7.63603
H 3.20400 2.44791 5.54550
H 1.08064 2.32733 4.28322

# 4
135
Properties=species:S:1:pos:R:3 method="wB97M-V/def2-TZVPD" orbital_gap_ev=7.760 charge=-1 homo_ev=-6.46 lumo_ev=1.30 spin_multiplicity=1 max_force_ev_per_a=1.0
C 7.98212 3.80966 2.40504
C 7.24119 2.51061 2.65607
N 6.65702 1.89088 1.44250
C 5.66357 0.85812 1.78274
C 5.74162 -0.32936 0.83170
C 6.19680 2.82657 0.47341
S 7.04054 3.12845 -0.88268
S 4.69045 3.60544 0.90396
C 4.09980 4.44068 -0.57745
C 2.69138 3.93328 -0.91829
C 2.80314 2.51502 -1.46594
N 1.77938 2.00066 -2.37206
C 2.12266 0.63163 -2.76511
C 2.31880 0.49255 -4.26230
O 3.43103 1.28288 -4.68418
Si 4.90303 0.57529 -4.91840
C 5.94369 1.86619 -5.78521
C 4.83111 -0.94754 -6.02042
C 5.75895 0.15517 -3.30085
C 0.35332 2.29657 -2.20445
C 0.00988 3.74603 -2.63780
C 0.82133 4.27524 -3.78498
O 1.25362 3.77077 -4.74273
I 1.17774 6.48779 -3.57602
C -0.49233 1.35093 -3.18888
O -0.84513 1.86752 -4.25109
O -0.70568 0.18548 -2.78079
C -0.27331 2.09769 -0.78364
F -0.08005 3.21557 0.00638
F -1.64150 2.04881 -0.93524
C 0.16279 0.89947 0.03661
C 1.18702 1.02792 0.96565
C 1.57884 -0.04570 1.75383
C 0.93724 -1.26288 1.63181
C -0.10449 -1.38268 0.72116
C -0.82021 -2.68672 0.57277
F -0.31627 -3.44610 -0.41824
F -0.73640 -3.43233 1.70528
F -2.13345 -2.54096 0.32232
C -0.49900 -0.31581 -0.07005
H 8.63786 3.70901 1.54121
H 8.61491 4.03150 3.26296
H 7.29734 4.63772 2.23425
H 6.45973 2.65814 3.41145
H 7.94144 1.77963 3.06317
H 4.64518 1.24960 1.79945
H 5.88131 0.50963 2.79323
H 5.22212 -1.18216 1.26952
H 6.78616 -0.61186 0.70716
H 5.31167 -0.10289 -0.14276
H 4.08144 5.50939 -0.36835
H 4.79195 4.27957 -1.39945
H 2.11788 3.97637 0.00506
H 2.29409 4.64306 -1.63674
H 3.74183 2.48285 -2.02754
H 2.97561 1.83459 -0.62339
H 3.09607 0.40099 -2.31989
H 1.43897 -0.12145 -2.38260
H 2.44952 -0.57324 -4.48635
H 1.43604 0.83073 -4.80324
H 5.96924 2.79736 -5.22117
H 6.95355 1.48117 -5.92591
H 5.49625 2.06335 -6.76015
H 5.35158 -0.78764 -6.96255
H 5.23415 -1.82065 -5.50743
H 3.79514 -1.18775 -6.26904
H 5.56179 0.92116 -2.54973
H 6.83577 0.16344 -3.48706
H 5.50882 -0.83303 -2.91420
H 0.14716 4.44607 -1.81932
H -1.04318 3.81541 -2.90583
H 1.67608 1.98299 1.08494
H 2.38970 0.07693 2.45795
H 1.22978 -2.11162 2.23255
H -1.31352 -0.42775 -0.76520
C -3.35118 -0.70046 -4.92577
C -3.59020 0.78472 -4.79125
O -4.91132 0.93018 -5.36776
C -5.54094 -0.25878 -5.27896
O -6.70332 -0.41376 -5.50890
O -4.69631 -1.22752 -4.89432
H -2.75886 -1.11096 -4.11424
H -2.89480 -0.96623 -5.87956
H -3.62542 1.10542 -3.75045
H -2.85885 1.38710 -5.31730
C -4.41397 -4.33646 3.45664
C -3.01594 -3.86140 3.78523
O -2.81180 -4.42758 5.09460
C -3.62584 -5.49631 5.22829
O -3.56536 -6.27778 6.12628
O -4.50656 -5.56187 4.21214
H -4.57734 -4.52874 2.40012
H -5.16572 -3.64130 3.82154
H -2.26424 -4.26059 3.11031
H -2.93032 -2.77988 3.82249
C -3.33256 1.12497 2.89640
C -3.27680 1.43517 4.38277
O -4.31902 0.59045 4.89681
C -4.50498 -0.42602 4.04541
O -5.15845 -1.39701 4.28464
O -3.83146 -0.22496 2.89726
H -2.36582 1.16238 2.40224
H -4.03889 1.75727 2.35788
H -2.33255 1.13444 4.83727
H -3.48074 2.47127 4.63302
C -3.12222 -2.21613 7.82994
C -4.50130 -1.76928 8.27840
O -4.28251 -0.38974 8.60833
C -3.20272 0.04437 7.92501
O -2.86427 1.18005 7.83269
O -2.56325 -0.99264 7.33617
H -3.13781 -2.96608 7.04330
H -2.50780 -2.57210 8.65844
H -5.23569 -1.82184 7.47335
H -4.87319 -2.30599 9.14648
C -1.89299 -8.42926 3.56598
C -0.70809 -7.54418 3.89555
O 0.35457 -8.49232 4.03232
C 0.02673 -9.60340 3.32956
O 0.76430 -10.50580 3.10821
O -1.26163 -9.54017 2.91765
H -2.60960 -7.95448 2.90114
H -2.40759 -8.78233 4.46034
H -0.46140 -6.85708 3.08312
H -0.83500 -6.98126 4.81716
C -7.02696 3.12063 -5.21715
C -8.18800 2.46729 -4.49605
O -9.17729 3.50991 -4.50619
C -8.90424 4.34637 -5.53287
O -9.63017 5.21085 -5.90840
O -7.70037 4.06211 -6.07049
H -6.44108 2.41904 -5.79399
H -6.37090 3.67252 -4.54090
H -8.57328 1.60271 -5.03562
H -7.96039 2.17911 -3.47367